13
Properties=species:S:1:pos:R:3 method="wB97M-V/def2-TZVPD" spin_multiplicity=1 max_force_ev_per_a=4.24 de_lowest_kj_mol=143.9 gap_ev=10.982 homo_energy_ev=-10.10 e_tot_ha=-331.65453 lumo_ev=0.88
C 1.6673 -0.8752 -0.2500
C 0.5345 -0.9598 0.4237
C -0.4906 1.3669 0.4840
C -0.6372 -0.0979 0.1765
O -0.9118 -0.0453 -1.5946
F -1.7776 -0.6279 0.6615
H 2.5028 -1.5202 -0.0303
H 1.7894 -0.1920 -1.0721
H 0.3988 -1.6744 1.2262
H -0.2846 1.5126 1.5438
H 0.3390 1.7530 -0.1014
H -1.4017 1.8949 0.2164
H -1.7284 -0.5346 -1.6837